# 1
Density functional theory data (ωB97M-V/def2-TZVPD) for a 3-piece molecular cluster, C26H57BrN4O5PS3 overall at a distorted geometry.

XYZ file:
```
97
Properties=species:S:1:pos:R:3:mulliken_charge:R:1
C -3.8451 -4.4483 0.3943 -0.93
C -3.0555 -3.1949 0.9568 -0.54
N -1.5817 -3.2790 0.8321 0.26
C -1.0665 -4.5490 1.3812 -0.61
C 0.4789 -4.5462 1.7092 -0.99
C -1.1282 -3.0229 -0.4986 -0.19
S -0.4042 -4.1427 -1.5025 -0.13
S -1.3777 -1.3301 -1.2317 -0.10
C 0.1310 -0.3301 -0.7675 -0.78
C -0.2469 0.4256 0.5831 0.12
C 0.4858 1.8372 0.7378 -0.94
C 1.7041 1.5936 1.6998 -0.29
N 1.6315 1.2010 2.9482 0.51
P 0.1900 0.8594 3.9616 0.18
S 0.5425 0.9010 5.8625 -0.25
C 2.9873 1.0072 3.5847 0.02
C 3.0340 -0.5899 3.7664 -0.63
O 4.3358 -1.0766 4.0140 -0.40
C 4.6897 -0.9973 5.4044 -0.70
C 4.1002 1.3167 2.5179 -1.16
C 3.1903 1.8000 1.2776 0.62
Br 3.6951 1.0674 -0.4855 -0.01
H -3.2174 -5.1640 -0.1905 0.28
H -4.6839 -4.1361 -0.2869 0.25
H -4.3234 -5.0132 1.2358 0.31
H -3.3911 -2.3074 0.3523 0.30
H -3.4030 -3.0094 2.0040 0.47
H -1.6018 -4.7013 2.3636 0.47
H -1.3008 -5.4557 0.7682 0.34
H 0.9483 -3.5339 1.7354 0.08
H 0.9849 -5.1543 0.9086 0.31
H 0.6333 -5.1063 2.6625 0.39
H 0.4151 0.3673 -1.5926 0.48
H 0.9561 -1.0664 -0.5662 0.33
H 0.0755 -0.2686 1.4096 -0.32
H -1.3483 0.5749 0.6882 0.55
H -0.1701 2.6234 1.1921 0.33
H 0.8258 2.2197 -0.2575 0.42
H -0.7097 1.9407 3.6643 0.17
H -0.4119 -0.3473 3.4838 0.12
H 3.0180 1.6218 4.5159 0.54
H 2.3503 -0.9448 4.5843 0.52
H 2.6107 -1.0069 2.8063 0.19
H 5.4940 -0.2385 5.5811 0.26
H 3.8288 -0.8105 6.0934 0.33
H 5.1163 -1.9991 5.6855 0.25
H 4.6463 0.4532 2.0586 0.42
H 4.9281 2.0162 2.7851 0.32
H 3.3251 2.9282 1.3470 -0.10
C -3.8300 -3.6747 -3.0908 -0.18
O -3.8842 -3.3033 -4.4547 -0.39
C -2.7309 -3.6925 -5.2000 -0.58
C -3.0506 -4.8462 -6.1460 -0.24
N -3.2774 -6.0901 -5.4133 -0.28
C -3.8623 -7.1659 -6.2177 -0.70
C -5.2328 -6.9253 -6.8636 -0.47
O -6.3107 -6.8441 -5.9416 -0.43
C -6.4653 -5.5803 -5.3172 -0.45
H -4.6262 -3.1411 -2.5663 0.25
H -4.0032 -4.7473 -2.9633 0.32
H -2.8736 -3.4003 -2.6390 -0.20
H -1.8849 -3.9322 -4.5497 0.18
H -2.4472 -2.8281 -5.8057 0.41
H -2.2124 -4.9878 -6.8350 0.41
H -3.9303 -4.5575 -6.7311 0.16
H -3.8951 -5.9088 -4.6336 0.00
H -3.9565 -8.0306 -5.5547 0.37
H -3.1464 -7.4454 -6.9978 0.39
H -5.4489 -7.7984 -7.4860 0.35
H -5.2379 -6.0668 -7.5436 0.34
H -6.1943 -4.7536 -5.9774 0.26
H -5.8854 -5.5427 -4.3929 0.09
H -7.5163 -5.4708 -5.0429 0.33
C 2.9679 5.0846 2.8035 -0.70
O 3.1725 5.3975 1.4383 -0.41
C 1.9692 5.7024 0.7286 -0.67
C 1.8770 7.1912 0.4089 -0.30
N 1.6338 7.9815 1.6128 -0.32
C 1.8131 9.4256 1.4329 -0.70
C 3.1911 9.9365 0.9930 -0.47
O 4.2104 9.7950 1.9722 -0.43
C 4.7941 8.5059 2.0425 -0.46
H 3.8927 4.6480 3.1885 0.20
H 2.7496 5.9787 3.3906 0.39
H 2.1598 4.3540 2.9299 0.27
H 1.0797 5.3539 1.2630 0.32
H 2.0219 5.1573 -0.2182 0.36
H 1.0562 7.3556 -0.2955 0.42
H 2.8124 7.4809 -0.0811 0.19
H 2.2610 7.6755 2.3444 0.08
H 1.5815 9.8871 2.3966 0.38
H 1.0591 9.7837 0.7246 0.39
H 3.0934 11.0132 0.8300 0.36
H 3.5139 9.5185 0.0333 0.34
H 4.8480 8.0192 1.0658 0.25
H 4.2492 7.8834 2.7557 0.12
H 5.8097 8.6206 2.4255 0.34
```

Values from the calculation:
**Molar mass**: 712.8 g mol⁻¹
**Net charge**: +1

# 2
Density functional theory data (ωB97M-V/def2-TZVPD) for a 11-piece molecular cluster, C26H57N7O16P4 overall at a distorted geometry.

XYZ file:
```
110
Properties=species:S:1:pos:R:3:mulliken_charge:R:1
C 0.5220 1.0162 8.0768 -0.69
O 1.5800 1.2576 7.1126 -0.39
P 1.2162 1.4374 5.5024 0.95
O 0.2958 2.5609 5.1475 -0.63
O 0.7936 -0.0478 4.9707 -0.07
C -0.5904 -0.4112 4.9721 -0.12
O 2.7464 1.5630 4.8826 -0.37
C 3.0739 2.4489 3.8492 -0.73
H -0.4117 1.4128 7.6780 0.35
H 0.7329 1.5932 8.9771 0.25
H 0.4738 -0.0355 8.3594 0.26
H -1.1886 0.2787 4.3770 0.26
H -0.8386 -0.5261 6.0272 0.35
H -0.5966 -1.3827 4.4779 -0.32
H 3.2714 2.0587 2.8507 0.16
H 3.9462 3.0121 4.1807 0.37
H 2.3331 3.2475 3.8099 0.34
C -1.2149 -5.3502 -1.0512 -0.18
O -0.6870 -5.3308 0.2985 -0.28
P -1.5691 -4.6087 1.4739 0.58
O -2.9684 -5.0700 1.6913 -0.72
O -0.5876 -4.9360 2.7451 -0.27
C -0.9385 -4.4924 3.9978 -0.78
O -1.3371 -3.0122 1.2299 0.43
C -2.4457 -2.1193 1.2130 -0.17
H -2.0475 -4.6496 -1.1135 -0.19
H -1.5785 -6.3596 -1.2436 0.33
H -0.4483 -5.0768 -1.7763 0.21
H -1.9799 -4.1711 4.0173 0.39
H -0.3363 -3.6611 4.3643 0.15
H -0.9148 -5.3014 4.7279 0.33
H -2.3503 -1.2729 1.8932 0.09
H -3.4551 -2.5304 1.2274 0.51
H -2.3287 -1.6249 0.2486 -0.48
C -4.8726 -2.7480 -1.2821 -1.02
O -3.6451 -2.1644 -1.7177 0.53
P -3.5974 -1.2872 -3.1320 0.10
O -2.2447 -0.7912 -3.5525 -0.22
O -4.2609 -2.2846 -4.2373 -0.37
C -3.5548 -3.3747 -4.7600 -0.34
O -4.7534 -0.2330 -2.8627 -0.35
C -4.4575 1.0266 -2.2462 -0.33
H -4.8265 -3.8008 -1.0033 0.34
H -5.7172 -2.6097 -1.9571 0.37
H -5.0448 -2.3246 -0.2926 0.33
H -3.9512 -4.3576 -4.5053 0.30
H -2.6709 -3.4567 -4.1274 -0.12
H -3.3000 -3.2138 -5.8075 0.29
H -3.3822 1.1656 -2.1342 -0.13
H -4.9040 1.0452 -1.2521 0.30
H -4.8923 1.7899 -2.8915 0.31
C 1.4459 -1.0625 1.5464 -0.31
O 2.2301 -0.0037 1.0191 -0.32
P 1.6910 0.7826 -0.3655 0.07
O 1.8125 0.0311 -1.6512 -0.65
O 0.1656 1.1377 -0.0188 0.21
C -0.8703 0.9529 -0.9818 -0.11
O 2.4611 2.2032 -0.3098 0.51
C 3.8627 2.2366 -0.7180 -0.92
H 1.5189 -0.9514 2.6283 0.24
H 1.7584 -2.0670 1.2610 0.16
H 0.3883 -0.9120 1.3299 0.02
H -1.5167 1.8298 -1.0168 0.31
H -1.4781 0.0873 -0.7183 -0.41
H -0.4755 0.7662 -1.9805 0.32
H 4.2147 1.3058 -1.1628 0.39
H 4.5089 2.4025 0.1439 0.30
H 4.0553 3.0631 -1.4021 0.13
C 2.3053 -6.3417 2.4063 -0.79
C 2.3922 -4.9116 2.7873 0.59
N 2.5254 -3.7762 3.0993 -0.53
H 3.3204 -6.7284 2.3164 0.37
H 1.7435 -6.4391 1.4773 0.15
H 1.8016 -6.9479 3.1592 0.27
C -1.0156 1.3878 -5.7406 -0.25
C -2.4186 1.5769 -6.1037 0.14
N -3.4982 1.7876 -6.3991 -0.45
H -0.3097 1.0867 -6.5147 0.42
H -0.8800 0.7703 -4.8527 0.01
H -0.7160 2.3643 -5.3601 0.19
C -0.8967 3.1800 2.3258 0.48
C -2.0141 2.2654 2.0150 0.25
N -2.7869 1.5118 1.7878 -0.43
H -0.5608 3.7200 1.4406 -0.43
H -0.0356 2.5710 2.6008 -0.25
H -1.1727 3.8239 3.1608 0.44
C 4.7242 6.1901 -3.0443 -0.38
C 4.5445 7.3580 -2.2014 0.18
N 4.4635 8.3475 -1.5873 -0.41
H 3.8007 5.7960 -3.4684 0.07
H 4.9975 5.3917 -2.3545 0.14
H 5.4818 6.2451 -3.8261 0.38
C 1.9355 2.8554 -4.0700 0.31
C 3.2423 3.1742 -4.5132 0.08
N 4.2933 3.4432 -4.8745 -0.46
H 1.3819 3.7943 -4.0795 0.35
H 2.0943 2.5807 -3.0272 -0.40
H 1.4655 2.0109 -4.5739 0.11
C 1.4378 5.5299 -0.5021 -0.14
C 2.5237 5.2974 0.4565 0.38
N 3.4474 5.1853 1.1978 -0.56
H 1.5004 6.5636 -0.8420 0.38
H 0.5476 5.1920 0.0285 0.13
H 1.6925 4.9048 -1.3580 -0.17
C 0.5633 -2.0925 -3.0464 0.15
C 0.2563 -3.2143 -3.9121 -0.06
N 0.0164 -4.0617 -4.6293 -0.53
H -0.3781 -1.7490 -2.6175 -0.26
H 1.0991 -1.2838 -3.5433 0.32
H 1.2160 -2.4596 -2.2543 0.38
```

Values from the calculation:
**Molar mass**: 847.7 g mol⁻¹
**Structure (SMILES)**: COP(=O)(OC)OC.COP(=O)(OC)OC.COP(=O)(OC)OC.COP(=O)(OC)OC.CC#N.CC#N.CC#N.CC#N.CC#N.CC#N.CC#N

# 3
Density functional theory data (ωB97M-V/def2-TZVPD) for a 9-piece molecular cluster, C26H58BF10NO14S9 overall at a distorted geometry.

XYZ file:
```
119
Properties=species:S:1:pos:R:3:mulliken_charge:R:1
C -2.1762 -2.7031 -2.7204 -0.59
B -1.1509 -1.9333 -3.7897 0.47
O -1.4509 -1.8800 -5.2353 -0.48
C 0.2327 -1.2873 -3.0955 0.13
F 0.7683 -0.3141 -4.1033 -0.36
O -0.0216 -0.6097 -1.8152 0.13
C -0.3334 0.8177 -1.9848 0.63
O -1.5921 1.1676 -2.3707 -0.48
S 0.8409 2.2560 -1.6615 0.88
O 1.3543 2.7476 -3.0504 -0.55
O 0.0113 3.4630 -1.0726 -0.52
C 2.1958 1.8910 -0.4198 0.33
F 2.8940 0.5879 -0.6812 -0.11
F 3.2545 2.9455 -0.6375 -0.26
C 1.7410 2.0456 1.1588 0.61
F 2.9486 1.6398 1.9710 -0.25
F 1.4986 3.4855 1.5468 -0.26
C 0.4873 1.0824 1.6000 0.51
F -0.8431 1.5793 1.0883 -0.19
F 0.5937 -0.3263 1.1005 -0.20
C 0.2887 0.9521 3.2452 0.46
F -1.0147 0.2188 3.4402 -0.23
F 0.1148 2.2872 3.8977 -0.19
F 1.3248 0.0994 3.8912 -0.20
N 1.1571 -2.4713 -2.8666 0.14
C 1.3286 -2.8014 -1.4002 -0.59
C 2.4733 -2.3320 -3.5994 0.25
C 3.7333 -1.3774 -3.1644 -0.53
O 2.5973 -3.0577 -4.7448 -0.57
H -3.1390 -3.1276 -3.2837 0.18
H -2.4426 -2.0072 -1.8177 0.23
H -1.5694 -3.6621 -2.3510 0.18
H -1.8670 -1.0083 -5.5081 0.30
H 1.9246 -3.8331 -1.3387 0.32
H 1.9216 -2.0076 -0.7765 0.05
H 0.3011 -3.0098 -0.8402 0.21
H 3.5913 -0.2655 -3.5021 0.12
H 4.7719 -1.7386 -3.6228 0.35
H 3.8689 -1.4667 -1.9902 0.14
C -0.1128 2.3763 -6.9160 -0.59
S -1.7939 1.7090 -6.8966 0.63
O -1.7233 0.2948 -7.3914 -0.67
C -2.4151 2.7295 -8.2547 -0.79
H 0.4781 1.8516 -6.1617 0.11
H 0.3385 2.2246 -7.8993 0.35
H -0.1404 3.4418 -6.6758 0.21
H -1.8211 2.5558 -9.1550 0.30
H -2.3673 3.7834 -7.9708 0.22
H -3.4545 2.4546 -8.4484 0.33
C -3.5305 -7.4748 -1.2095 -0.97
S -3.6524 -5.7209 -0.7841 0.44
O -2.3202 -5.0940 -1.0701 -0.55
C -3.7628 -5.9702 1.0041 -1.03
H -3.4136 -7.5624 -2.2922 0.37
H -2.6643 -7.9203 -0.7147 0.31
H -4.4442 -7.9890 -0.9025 0.38
H -2.8823 -6.5090 1.3616 0.31
H -4.6689 -6.5338 1.2387 0.39
H -3.8103 -4.9924 1.4888 0.34
C -0.5876 7.3381 -5.4336 -0.97
S -1.9747 6.2189 -5.7422 0.60
O -1.6549 5.4355 -6.9807 -0.69
C -3.1553 7.5088 -6.2051 -0.98
H 0.2864 6.7415 -5.1619 0.30
H -0.3658 7.9160 -6.3338 0.33
H -0.8370 8.0092 -4.6083 0.37
H -2.7743 8.0761 -7.0575 0.31
H -3.3206 8.1745 -5.3546 0.37
H -4.0995 7.0330 -6.4799 0.30
C 2.9656 3.1540 6.7598 -0.88
S 2.1203 4.2643 7.9107 0.39
O 2.1064 3.5961 9.2535 -0.55
C 0.4744 4.0645 7.1874 -0.91
H 4.0182 3.0927 7.0458 0.35
H 2.5195 2.1578 6.8053 0.27
H 2.8900 3.5534 5.7456 0.33
H 0.1829 3.0118 7.2065 0.28
H 0.4804 4.4340 6.1592 0.35
H -0.2369 4.6478 7.7765 0.36
C 7.0599 0.6600 1.8479 -1.09
S 5.7752 1.2864 0.7394 0.72
O 5.5846 0.2717 -0.3486 -0.67
C 6.7629 2.6382 0.0546 -1.10
H 6.6747 -0.2235 2.3622 0.33
H 7.9482 0.3861 1.2740 0.35
H 7.3107 1.4260 2.5854 0.37
H 7.6696 2.2416 -0.4082 0.38
H 7.0235 3.3395 0.8508 0.38
H 6.1672 3.1553 -0.7012 0.28
C 1.8583 -0.4154 13.1257 -0.91
S 0.5736 0.2111 12.0172 0.48
O 0.3830 -0.8036 10.9291 -0.62
C 1.5613 1.5629 11.3323 -0.81
H 1.4731 -1.2989 13.6400 0.32
H 2.7467 -0.6892 12.5518 0.29
H 2.1091 0.3507 13.8632 0.33
H 2.4680 1.1663 10.8696 0.31
H 1.8219 2.2642 12.1286 0.38
H 0.9657 2.0799 10.5766 0.23
C -3.4180 -11.6411 -2.7253 -0.89
S -2.7564 -11.8485 -1.0546 0.45
O -3.0916 -10.6086 -0.2799 -0.57
C -1.0144 -11.7382 -1.5291 -0.90
H -4.5090 -11.6400 -2.6694 0.31
H -3.0763 -10.6934 -3.1480 0.26
H -3.0897 -12.4725 -3.3535 0.37
H -0.8217 -10.7845 -2.0258 0.29
H -0.7648 -12.5665 -2.1965 0.36
H -0.4035 -11.8058 -0.6259 0.32
C -2.9588 3.9746 0.6237 -0.82
S -4.0990 5.1761 -0.1031 0.52
O -3.9045 6.4762 0.6192 -0.65
C -5.6076 4.4159 0.5435 -0.91
H -1.9368 4.2733 0.3790 0.17
H -3.0796 3.9535 1.7093 0.40
H -3.1556 2.9851 0.2045 0.33
H -5.5642 4.3674 1.6340 0.29
H -5.7178 3.4118 0.1270 0.33
H -6.4613 5.0273 0.2421 0.33
```

Values from the calculation:
**Molar mass**: 1098.1 g mol⁻¹
**ΔE to the lowest compared entry with this formula, charge and spin**: 251.5 kcal per mole

# 4
Density functional theory data (ωB97M-V/def2-TZVPD) for C26H58BN3O10S as an isolated structure at a distorted geometry.

XYZ file:
```
99
Properties=species:S:1:pos:R:3:mulliken_charge:R:1
C -4.3058 2.5833 -4.1401 -0.71
C -4.1126 1.7203 -2.8082 0.61
O -3.6444 2.3311 -1.7967 -0.53
O -4.4544 0.3508 -2.6334 -0.32
C -4.2752 -0.4341 -3.8462 -0.81
C -2.7844 -0.4459 -4.4398 0.20
C -1.6968 -1.1967 -3.5252 -1.01
C -1.3918 -0.2989 -2.2358 0.17
C -1.7727 -0.7936 -0.7800 0.63
B -2.4570 -2.2502 -0.4509 0.72
N -1.6423 -3.1586 0.4579 -0.64
O -3.7270 -2.6794 -0.9937 -0.60
C -1.5110 0.1095 0.4768 -0.90
C -0.8767 1.5493 0.3963 0.43
N -0.6019 2.5238 1.4266 -0.64
S 0.0854 3.7823 0.5008 0.13
N 0.0798 3.2569 -1.1380 -0.62
C -0.4988 1.9315 -1.0995 0.69
C -0.7236 1.0828 -2.4145 0.45
C -0.2387 1.7371 -3.7875 -1.39
H -4.8549 2.0522 -4.9877 0.25
H -3.2717 2.9949 -4.4454 0.06
H -4.9345 3.5060 -3.8374 0.43
H -4.5923 -1.5162 -3.6266 0.35
H -4.9704 -0.0320 -4.6602 0.28
H -2.8388 -1.0448 -5.4326 0.36
H -2.4951 0.6209 -4.7460 -0.25
H -1.9667 -2.2834 -3.3034 0.40
H -0.7112 -1.2287 -4.1332 0.33
H -0.7041 -3.2593 0.0067 0.26
H -1.4519 -2.5610 1.2824 0.15
H -4.3814 -1.9422 -0.9932 0.31
H -1.8219 -0.2735 1.5110 0.31
H -0.4422 1.0940 -4.7171 0.18
H 0.9099 1.8615 -3.7198 0.44
H -0.6845 2.7886 -3.8410 0.23
C -3.6591 4.4573 3.3459 -0.77
C -3.5744 5.8606 2.7790 -0.23
O -2.2456 6.3557 2.8900 -0.51
H -3.3535 4.4488 4.3957 0.27
H -4.6772 4.0670 3.2717 0.31
H -2.9838 3.7825 2.8116 0.12
H -4.2336 6.5358 3.3290 0.28
H -3.8680 5.8743 1.7244 0.24
H -1.6693 5.7576 2.3930 0.28
C 3.4022 -2.1213 1.3340 -1.07
C 2.1993 -2.9138 1.8056 0.07
O 1.5834 -3.5730 0.7041 -0.46
H 3.1058 -1.3835 0.5881 0.28
H 3.8812 -1.6055 2.1689 0.28
H 4.1369 -2.7789 0.8578 0.33
H 1.4599 -2.2515 2.2601 0.18
H 2.4909 -3.6655 2.5464 0.15
H 2.2398 -4.1638 0.3119 0.26
C 5.5550 2.3210 1.6048 -1.13
C 5.5750 1.0221 0.8230 0.05
O 4.2542 0.5075 0.6950 -0.38
H 5.1264 2.1644 2.5984 0.29
H 6.5642 2.7256 1.7158 0.37
H 4.9306 3.0658 1.1021 0.31
H 6.1814 0.2745 1.3391 0.31
H 5.9916 1.1734 -0.1771 -0.03
H 3.7265 1.1714 0.2296 0.20
C 1.0838 -3.2461 6.2277 -1.03
C -0.1156 -2.5734 5.5914 -0.23
O -0.2428 -2.9790 4.2343 -0.44
H 1.9989 -2.9935 5.6849 0.33
H 1.1960 -2.9386 7.2706 0.32
H 0.9811 -4.3341 6.1908 0.24
H 0.0002 -1.4873 5.6105 0.34
H -1.0365 -2.8321 6.1233 0.19
H -0.3538 -3.9395 4.2262 0.25
C 6.8864 1.7870 -3.4969 -0.94
C 8.0114 1.0466 -2.8009 -0.30
O 7.4843 0.0107 -1.9811 -0.49
H 6.1987 2.2168 -2.7637 0.22
H 7.2780 2.5900 -4.1263 0.34
H 6.3017 1.1045 -4.1208 0.31
H 8.5791 1.7269 -2.1624 0.27
H 8.6975 0.6037 -3.5298 0.31
H 6.9909 -0.5919 -2.5537 0.29
C -2.8406 2.7345 -7.9301 -0.86
C -2.1125 1.4050 -7.9339 -0.11
O -3.0194 0.3467 -7.6471 -0.45
H -3.3113 2.9113 -6.9595 0.06
H -2.1534 3.5567 -8.1439 0.34
H -3.6394 2.7404 -8.6777 0.36
H -1.3301 1.3955 -7.1715 0.12
H -1.6486 1.2165 -8.9071 0.33
H -3.7034 0.3556 -8.3302 0.28
C -0.5788 -5.8548 9.7572 -1.11
C -1.1859 -4.8739 8.7740 -0.15
O -1.0855 -5.3810 7.4487 -0.47
H 0.4714 -6.0391 9.5161 0.28
H -0.6446 -5.4743 10.7794 0.33
H -1.0916 -6.8200 9.7075 0.32
H -0.6573 -3.9189 8.8113 0.25
H -2.2411 -4.6937 9.0027 0.28
H -1.5627 -6.2211 7.4209 0.26
```

Values from the calculation:
**Molar mass**: 615.6 g mol⁻¹

no.,orbital gap (Ha)
1,0.1937
2,0.4002
3,0.2299
4,0.2613